DFT (ωB97M-V/def2-TZVPD) results for C20H56BGaN14O31PS as an isolated structure at a distorted geometry.

Properties
orbital gap: 5.6 eV
electronic energy: -6582.77342 Eh
LUMO energy: 1.3 eV

Geometry as ORCA input:
```
! wB97M-V def2-TZVPD RIJCOSX def2/J DEFGRID3
* xyz -1 1
C -2.818 0.123 0.443
N -1.727 -0.004 -0.541
C -1.200 -1.363 -0.701
C -0.692 0.973 -0.318
O 0.197 0.790 0.514
C -0.768 2.141 -1.186
Ga -0.103 1.457 -3.022
C 1.853 1.038 -2.755
C 2.557 2.357 -2.456
C 3.178 2.483 -1.119
O 3.970 2.305 -2.318
O -1.051 -0.022 -3.632
B -2.373 0.119 -3.691
O -3.200 -0.997 -3.889
O -2.989 1.398 -3.532
P -0.362 3.177 -4.668
S -0.686 2.484 -6.512
H -3.735 0.436 -0.069
H -2.588 0.907 1.156
H -3.035 -0.828 0.925
H -1.652 -1.817 -1.586
H -1.430 -2.008 0.153
H -0.130 -1.340 -0.894
H -1.822 2.401 -1.289
H -0.148 2.963 -0.835
H 2.019 0.443 -1.857
H 2.326 0.620 -3.645
H 2.118 3.262 -2.866
H 3.361 3.477 -0.730
H 3.166 1.617 -0.471
H -3.884 -1.033 -3.217
H -3.473 1.390 -2.700
H 0.787 3.999 -4.699
H -1.435 4.008 -4.280
C 2.379 -0.607 2.460
N 3.319 0.111 3.362
O 3.404 -0.265 4.520
O 3.949 1.038 2.898
H 1.905 -1.399 3.023
H 1.649 0.113 2.102
H 2.959 -1.010 1.639
C -4.737 -4.620 -6.302
N -4.643 -3.973 -4.964
O -3.980 -2.972 -4.866
O -5.256 -4.517 -4.053
H -4.151 -4.035 -7.001
H -4.346 -5.628 -6.205
H -5.786 -4.639 -6.583
C 3.395 -5.387 1.659
N 3.096 -3.937 1.771
O 1.959 -3.545 1.603
O 4.031 -3.216 2.064
H 2.482 -5.925 1.431
H 4.146 -5.538 0.891
H 3.777 -5.673 2.635
C -0.498 -4.512 3.930
N -0.370 -5.872 3.343
O -1.368 -6.387 2.887
O 0.738 -6.379 3.323
H -1.539 -4.223 3.855
H -0.173 -4.545 4.964
H 0.136 -3.853 3.343
C -5.582 1.889 4.145
N -4.547 1.479 3.156
O -4.450 2.097 2.118
O -3.847 0.535 3.476
H -6.125 2.739 3.757
H -6.231 1.028 4.289
H -5.050 2.140 5.053
C -3.424 6.340 3.991
N -4.445 5.259 3.970
O -4.068 4.123 4.157
O -5.599 5.585 3.767
H -2.455 5.894 4.177
H -3.449 6.830 3.022
H -3.703 7.032 4.781
C 1.972 -1.619 7.037
N 0.900 -2.624 6.776
O 0.090 -2.321 5.925
O 0.908 -3.668 7.400
H 1.790 -0.787 6.384
H 1.905 -1.330 8.081
H 2.924 -2.096 6.825
C 6.458 2.930 -3.738
N 7.462 2.746 -4.823
O 8.638 2.689 -4.510
O 7.043 2.663 -5.958
H 6.986 2.987 -2.795
H 5.920 3.849 -3.944
H 5.782 2.082 -3.755
C 3.442 2.698 5.190
N 2.653 1.587 5.780
O 3.225 0.789 6.500
O 1.474 1.538 5.502
H 4.467 2.603 5.527
H 3.369 2.601 4.111
H 2.995 3.627 5.531
C -0.282 3.107 -11.619
N -0.472 3.216 -10.143
O -0.462 2.188 -9.505
O -0.622 4.338 -9.706
H -0.161 2.060 -11.871
H -1.164 3.527 -12.092
H 0.604 3.679 -11.876
C -8.052 -3.441 -2.613
N -8.791 -2.550 -1.676
O -9.998 -2.474 -1.798
O -8.133 -1.958 -0.847
H -8.770 -3.895 -3.285
H -7.336 -2.831 -3.155
H -7.539 -4.191 -2.019
C 0.008 2.126 3.454
N -0.104 3.583 3.739
O -1.214 4.078 3.697
O 0.919 4.187 3.988
H -0.983 1.738 3.249
H 0.653 2.019 2.586
H 0.445 1.658 4.334
C 8.014 -3.712 0.675
N 7.124 -4.904 0.706
O 7.593 -5.961 1.073
O 5.975 -4.727 0.360
H 9.000 -4.013 1.008
H 8.034 -3.349 -0.348
H 7.580 -2.970 1.338
*
```

Here are the Löwdin charges for atoms 1 to 2, given in e: C -0.0595; N -0.1739

DFT (ωB97M-V/def2-TZVPD) results for one molecule with the formula C6H10O at a distorted geometry.

Properties
orbital gap: 10.5 eV
electronic energy: -309.77318 Eh
LUMO energy: 1.1 eV
energy relative to the best compared isomer or geometry (same formula, charge and spin): 43.4 kcal/mol

Geometry as ORCA input:
```
! wB97M-V def2-TZVPD RIJCOSX def2/J DEFGRID3
* xyz 0 1
C 0.369 -1.768 0.459
C 0.346 -0.373 1.046
C 1.175 0.572 0.111
C 0.339 0.681 -1.323
C -0.959 0.920 -1.119
C -1.165 1.244 0.322
O -0.998 0.108 1.157
H 1.381 -2.180 0.544
H 0.097 -1.714 -0.598
H -0.336 -2.424 0.970
H 0.723 -0.415 2.085
H 2.124 0.133 -0.148
H 1.485 1.437 0.762
H 0.653 0.330 -2.331
H -1.785 0.885 -1.830
H -0.257 1.840 0.479
H -2.095 1.745 0.580
*
```

Here are the Löwdin charges for atoms 1 to 2, given in e: C -0.0532; C -0.3893

DFT (ωB97M-V/def2-TZVPD) results for one molecule with the formula C4H8N2O.

Properties
orbital gap: 10.0 eV
electronic energy: -341.93095 Eh
LUMO energy: 0.9 eV
energy relative to the best compared isomer or geometry (same formula, charge and spin): 45.6 kcal/mol

Geometry as ORCA input:
```
! wB97M-V def2-TZVPD RIJCOSX def2/J DEFGRID3
* xyz 0 1
N 1.462 -0.666 -1.228
C 1.278 -0.866 0.109
O 1.575 -1.913 0.655
C 0.775 0.355 0.888
N -0.491 0.994 0.527
C -1.728 0.267 0.713
C -1.263 0.626 -0.650
H 1.800 -1.434 -1.786
H 1.160 0.179 -1.683
H 0.718 0.047 1.935
H 1.562 1.117 0.810
H -1.676 -0.789 0.983
H -2.531 0.824 1.193
H -0.936 -0.204 -1.274
H -1.706 1.461 -1.191
*
```

Here are the Löwdin charges for atoms 1 to 2, given in e: N 0.1507; C -0.5342

Q: Number 3 is which compound?
A: C4H8N2O